No. 1
Molecular formula: C19H50FNO14
Method: DFT, the ωB97M-V functional and the def2-TZVPD basis

XYZ file:
```
85
Properties=species:S:1:pos:R:3:lowdin_charge:R:1
C -0.34 3.43 0.25 -0.084
C -0.73 2.92 -1.15 -0.215
C -2.02 2.11 -1.15 -0.186
O -1.98 0.89 -0.39 -0.100
C -0.93 0.01 -0.68 -0.198
C 0.21 0.14 0.33 -0.379
O 1.18 0.81 0.29 0.162
O -0.03 -0.69 1.38 0.086
C -1.09 -1.63 1.10 -0.341
C -2.26 -1.38 2.07 -0.186
N -2.71 -0.01 2.24 0.048
C -0.58 -3.07 1.33 0.009
C 0.86 -3.25 0.95 -0.431
O 1.82 -2.92 1.52 0.201
F 0.97 -3.90 -0.26 0.076
C -1.33 -1.43 -0.42 -0.146
C -2.63 -1.89 -1.06 -0.122
O -2.63 -3.29 -1.33 -0.118
O -1.69 -3.48 -2.40 -0.025
H 0.73 3.32 0.44 0.068
H -0.61 4.48 0.36 0.072
H -0.87 2.87 1.03 0.071
H 0.09 2.38 -1.63 0.103
H -0.94 3.78 -1.80 0.113
H -2.78 2.72 -0.67 0.108
H -2.35 1.88 -2.17 0.129
H -0.56 0.16 -1.70 0.177
H -3.10 -1.99 1.72 0.128
H -1.96 -1.79 3.04 0.120
H -1.96 0.65 2.07 0.064
H -3.44 0.22 1.59 0.070
H -1.20 -3.75 0.73 0.134
H -0.68 -3.36 2.38 0.142
H -0.53 -2.00 -0.91 0.151
H -2.81 -1.34 -1.98 0.138
H -3.50 -1.76 -0.41 0.138
H -1.03 -4.07 -1.99 0.102
C 3.77 -0.29 3.00 -0.153
O 3.86 -0.17 1.60 -0.126
H 4.79 -0.29 3.39 0.060
H 3.23 0.55 3.45 0.081
H 3.29 -1.22 3.31 0.069
H 2.97 -0.14 1.23 0.032
C 7.59 1.11 3.54 -0.164
O 7.64 1.21 2.13 -0.122
H 8.61 1.14 3.90 0.080
H 7.04 1.95 3.98 0.081
H 7.13 0.18 3.87 0.042
H 6.74 1.16 1.79 0.066
C 2.85 -7.05 1.28 -0.157
O 1.94 -6.30 2.08 -0.125
H 2.67 -8.10 1.50 0.077
H 2.70 -6.88 0.22 0.075
H 3.89 -6.82 1.53 0.078
H 2.11 -5.37 1.91 0.039
C -1.42 -2.71 -6.08 -0.161
O -1.71 -1.93 -4.93 -0.135
H -0.87 -2.07 -6.77 0.078
H -0.81 -3.58 -5.85 0.077
H -2.34 -3.05 -6.58 0.075
H -2.18 -2.48 -4.30 0.044
C 7.53 -1.98 5.94 -0.162
O 7.12 -0.70 6.40 -0.130
H 7.38 -1.99 4.86 0.069
H 8.58 -2.17 6.14 0.077
H 6.93 -2.78 6.37 0.076
H 7.24 -0.67 7.35 0.074
C -3.41 -0.22 -8.17 -0.165
O -3.94 0.19 -6.92 -0.123
H -4.22 -0.16 -8.90 0.078
H -2.60 0.43 -8.50 0.078
H -3.05 -1.25 -8.13 0.058
H -3.25 0.11 -6.26 0.061
C -5.00 4.52 0.70 -0.147
O -4.14 4.79 -0.39 -0.144
H -4.39 4.50 1.60 0.080
H -5.77 5.29 0.82 0.078
H -5.49 3.55 0.60 0.075
H -4.67 4.84 -1.19 0.085
C -3.81 8.06 -0.60 -0.164
O -5.08 7.99 -1.25 -0.129
H -3.31 7.12 -0.79 0.058
H -3.20 8.88 -0.99 0.076
H -3.93 8.18 0.48 0.078
H -5.55 8.81 -1.10 0.071
```

The value obtained for the gap between HOMO and LUMO is 10.06 eV. The HOMO energy is -9.73 eV.

No. 2
Molecular formula: C4H8N2S
Method: DFT, the ωB97M-V functional and the def2-TZVPD basis

XYZ file:
```
15
Properties=species:S:1:pos:R:3:nbo_charge:R:1
C 0.62 1.13 -0.55 -0.080
C -0.39 0.99 0.24 -0.141
C -0.97 -0.53 0.50 -0.621
C -1.13 1.99 1.15 -0.637
N 0.83 -1.56 -1.03 -0.464
N 2.10 -2.01 -1.39 -0.643
S 0.43 -1.58 0.57 0.493
H 1.10 0.36 -1.10 0.189
H -1.47 -0.43 1.45 0.238
H -1.64 -0.51 -0.43 0.259
H -1.97 2.27 0.62 0.216
H -0.54 3.01 1.27 0.229
H -1.43 1.51 2.19 0.210
H 2.46 -2.91 -1.14 0.368
H 1.99 -1.73 -2.33 0.383
```

As for the multiplicity: 3. The value obtained for the gap between HOMO and LUMO (alpha / beta) is 7.95 / 8.28 eV. The HOMO energy (alpha / beta) is -7.07 / -8.80 eV. The value obtained for the energy above the lowest of the compared OMol25 structures with the same formula, charge and spin is 358.3 kJ/mol.

No. 3
Molecular formula: C21H20N6O2SZr
Method: DFT, the ωB97M-V functional and the def2-TZVPD basis

XYZ file:
```
51
Properties=species:S:1:pos:R:3:nbo_charge:R:1
Zr -0.34 -0.12 -0.43 2.329
C -4.69 -0.69 0.92 -0.732
C -3.25 -0.42 0.73 0.407
N -2.64 -0.27 -0.43 -0.446
N -3.34 -0.31 -1.61 -0.406
C -2.75 0.01 -2.80 0.368
N -3.49 0.11 -3.88 -0.664
S -1.05 0.25 -2.86 -0.053
C -2.35 -0.25 1.90 0.131
C -2.81 -0.24 3.21 -0.144
C -1.91 -0.06 4.25 -0.034
C -0.56 0.12 3.96 -0.176
C -0.16 0.13 2.63 0.098
N -1.02 -0.06 1.61 -0.665
H -5.16 -1.18 0.07 0.261
H -5.24 0.23 1.13 0.319
H -4.84 -1.34 1.79 0.298
H -4.36 -0.39 -1.57 0.437
H -4.50 -0.04 -3.89 0.456
H -3.08 0.33 -4.78 0.472
H -3.87 -0.35 3.44 0.279
H -2.25 -0.06 5.28 0.294
H 0.16 0.26 4.75 0.297
H 0.89 0.29 2.36 0.245
O 4.17 6.08 -0.78 -0.615
C 4.59 4.94 -0.35 0.760
O 5.59 4.78 0.30 -0.475
C 3.79 3.64 -0.55 -0.039
C 4.53 2.47 -0.74 -0.098
C 3.92 1.24 -0.78 -0.213
C 2.53 1.13 -0.58 0.133
C 1.78 2.32 -0.38 -0.205
C 2.40 3.55 -0.36 -0.176
N 1.80 -0.07 -0.53 -0.664
C 2.35 -1.26 -0.54 0.195
C 1.50 -2.43 -0.55 0.112
C 2.01 -3.73 -0.60 -0.134
C 1.14 -4.81 -0.66 -0.036
C -0.24 -4.56 -0.68 -0.185
C -0.69 -3.26 -0.61 0.114
N 0.14 -2.20 -0.54 -0.661
H 3.39 6.15 -1.36 0.514
H 5.61 2.55 -0.86 0.290
H 4.52 0.37 -0.98 0.242
H 0.66 2.24 -0.24 0.146
H 1.82 4.45 -0.18 0.259
H 3.43 -1.42 -0.55 0.265
H 3.08 -3.90 -0.61 0.286
H 1.52 -5.82 -0.70 0.294
H -0.94 -5.38 -0.74 0.292
H -1.77 -3.03 -0.63 0.229
```

The value obtained for the gap between HOMO and LUMO is 4.43 eV. The HOMO energy is -18.98 eV. The value obtained for the energy above the lowest of the compared OMol25 structures with the same formula, charge and spin is 0.0 kJ/mol. As for the total charge: +4.

No. 4
Molecular formula: C19H70N14O16
Method: DFT, the ωB97M-V functional and the def2-TZVPD basis

XYZ file:
```
119
Properties=species:S:1:pos:R:3:lowdin_charge:R:1
C 0.12 2.41 2.58 -0.055
C 1.45 3.06 2.42 -0.354
O 1.95 3.46 3.64 -0.077
H -0.54 2.97 3.26 0.092
H 0.23 1.47 3.14 0.074
H -0.23 2.15 1.59 0.043
H 1.60 3.92 1.79 0.098
H 2.31 2.44 2.21 0.086
H 2.76 3.95 3.46 0.097
C -1.89 2.83 -4.07 -0.046
C -2.01 1.27 -3.86 -0.265
O -1.26 1.03 -2.70 -0.142
H -2.13 3.02 -5.15 0.083
H -0.94 3.19 -3.72 0.057
H -2.72 3.23 -3.46 0.070
H -1.66 0.65 -4.66 0.099
H -3.01 1.00 -3.64 0.079
H -0.34 1.21 -2.80 0.019
C -3.33 -2.32 4.22 -0.070
C -2.31 -1.14 3.98 -0.231
O -1.96 -0.85 2.60 -0.152
H -3.71 -2.30 5.23 0.065
H -2.96 -3.36 4.00 0.085
H -4.27 -2.23 3.63 0.067
H -1.38 -1.05 4.57 0.105
H -2.99 -0.26 4.21 0.109
H -2.05 -1.66 2.10 0.021
C 4.58 -0.40 -2.09 -0.513
O 4.65 -0.77 -3.43 -0.109
N 5.57 0.18 -1.42 0.100
N 3.45 -0.45 -1.35 0.103
H 6.55 0.36 -1.83 0.187
H 5.53 0.24 -0.35 0.068
H 2.74 -1.11 -1.69 0.070
H 3.50 -0.21 -0.29 0.083
C 4.53 -0.08 1.78 -0.590
O 4.84 -1.17 2.52 -0.069
N 5.49 0.63 1.26 0.138
N 3.40 0.25 1.25 0.150
H 6.46 0.63 1.58 0.162
H 5.18 1.53 1.04 0.073
H 2.57 -0.26 1.56 0.099
H 3.18 1.19 0.95 0.076
C -4.15 1.73 1.32 -0.632
O -4.76 2.74 0.61 -0.111
N -4.77 0.78 1.94 0.157
N -2.85 1.54 1.21 0.139
H -5.78 0.87 2.07 0.151
H -4.36 0.00 2.43 0.106
H -2.26 2.18 0.65 0.063
H -2.35 0.86 1.88 0.122
C 3.70 3.13 -0.57 -0.586
O 3.37 4.45 -0.23 -0.138
N 4.88 2.60 -0.69 0.137
N 2.82 2.17 -0.57 0.101
H 5.68 3.22 -0.83 0.144
H 4.96 1.64 -1.02 0.022
H 1.87 2.50 -0.96 0.086
H 2.98 1.18 -0.88 0.054
C -4.36 -0.51 -1.47 -0.683
O -4.58 -0.71 -2.78 -0.065
N -5.28 -0.26 -0.64 0.142
N -3.19 -0.28 -0.95 0.175
H -6.26 -0.56 -1.03 0.202
H -5.18 0.22 0.26 0.064
H -2.39 -0.28 -1.56 0.091
H -3.16 0.07 -0.04 0.053
C -0.75 3.77 -0.72 -0.506
O 0.38 3.14 -1.37 -0.150
N -0.71 4.84 0.01 0.219
N -1.89 3.14 -0.75 0.132
H 0.16 5.25 0.29 0.129
H -1.59 5.03 0.43 0.123
H -2.01 2.29 -1.37 0.123
H -2.77 3.59 -0.47 0.123
C -3.52 -3.30 0.96 -0.625
O -3.38 -4.49 1.61 -0.116
N -4.71 -2.86 0.64 0.172
N -2.50 -2.61 0.47 0.116
H -5.55 -3.40 1.02 0.169
H -4.90 -1.97 0.17 0.055
H -1.56 -2.88 0.82 0.087
H -2.76 -1.82 -0.15 0.075
C -1.33 -2.72 -3.13 -0.111
O -0.87 -2.75 -1.79 -0.176
H -0.97 -3.61 -3.65 0.084
H -0.81 -1.88 -3.67 0.095
H -2.39 -2.61 -3.19 0.075
H -1.64 -2.95 -1.19 0.079
C 1.64 0.41 -4.46 -0.144
O 1.54 0.87 -3.12 -0.140
H 0.81 -0.18 -4.81 0.048
H 2.40 -0.37 -4.51 0.052
H 1.87 1.15 -5.34 0.123
H 2.19 0.40 -2.54 0.040
C 1.56 -1.27 4.14 -0.180
O 1.91 -2.38 4.88 -0.092
H 0.54 -1.35 3.70 0.058
H 2.38 -1.15 3.46 0.049
H 1.54 -0.32 4.71 0.094
H 2.83 -2.58 4.65 0.085
C 0.91 -3.68 1.26 -0.112
O -0.20 -3.04 1.83 -0.142
H 1.95 -3.49 1.61 0.109
H 0.78 -3.77 0.16 0.098
H 0.88 -4.73 1.49 0.082
H -0.06 -3.35 2.72 0.103
C 0.41 -0.21 -0.10 -0.105
O 0.75 -0.39 1.22 -0.131
H -0.61 -0.10 -0.32 0.055
H 0.82 -1.10 -0.56 0.073
H 0.92 0.67 -0.44 0.061
H 0.35 -1.16 1.58 0.010
C 2.35 -3.09 -3.24 -0.200
O 1.75 -2.43 -2.25 -0.160
H 2.11 -4.09 -3.39 0.072
H 3.43 -2.90 -3.14 0.094
H 2.00 -2.70 -4.16 0.068
H 0.80 -2.81 -2.21 0.079
```

The value obtained for the gap between HOMO and LUMO is 9.24 eV. The HOMO energy is -9.13 eV. The value obtained for the energy above the lowest of the compared OMol25 structures with the same formula, charge and spin is 1426.2 kJ/mol.